This record from the OMol25 dataset describes the ion C3H2NO2S2 with charge -1. The level of theory is the ωB97M-V functional and the def2-TZVPD basis.

The spin multiplicity is 1. The total charge is -1. The value obtained for the calculated total energy is -1117.0730 Eh. The value obtained for the HOMO-LUMO gap is 7.06 eV. The value obtained for the energy above the lowest of the compared OMol25 structures with the same formula, charge and spin is 66.1 kcal per mole. The value obtained for the molecular weight is 148.2 g mol⁻¹. For the LUMO energy, the calculation gives 0.10746 Ha.

```
10
Properties=species:S:1:pos:R:3:forces:R:3
C 0.8368 1.1419 -0.0601 1.567 -0.986 -1.434
C 0.7256 -0.3311 0.1806 0.490 -0.184 1.003
C -1.6470 -0.2252 -0.2543 -0.037 0.998 0.513
N -0.5965 -0.9023 -0.0389 -0.810 0.242 0.096
O -0.6014 -2.1896 0.2049 -0.656 -0.524 -0.277
O -0.2386 1.6356 -0.2923 -2.486 1.682 -0.032
S -3.0459 0.4957 -0.1574 0.416 -0.854 -0.315
S 2.3781 1.7962 -0.3433 0.227 0.100 0.546
H 1.3578 -0.8840 -0.4998 0.502 -0.245 0.473
H 0.8312 -0.5373 1.2607 0.786 -0.229 -0.573
```
Forces are in eV/Å.



This record from the OMol25 dataset describes the molecule C6H11N. The level of theory is the ωB97M-V functional and the def2-TZVPD basis.

The spin multiplicity is 1. The total charge is 0. The SMILES is C=C/C(N)=C/CC. The value obtained for the calculated total energy is -289.8871 Eh. The value obtained for the HOMO-LUMO gap is 8.78 eV. The value obtained for the energy above the lowest of the compared OMol25 structures with the same formula, charge and spin is 53.1 kcal per mole. The value obtained for the molecular weight is 97.2 g mol⁻¹. For the LUMO energy, the calculation gives 0.03747 Ha.

```
18
Properties=species:S:1:pos:R:3:forces:R:3
C -1.9927 1.2923 -1.6075 1.325 2.786 1.283
C -1.1127 0.3246 -1.7680 -2.069 -1.729 -1.571
C -0.0200 0.1269 -0.8771 -0.125 0.412 3.526
N 1.1975 -0.1556 -1.4879 -1.304 0.956 -1.389
C -0.3159 0.2248 0.5004 2.940 -0.090 -2.900
C 0.7697 0.0894 1.5786 -0.638 0.986 0.200
C 0.8193 -1.4279 1.9348 -0.867 3.170 1.985
H -2.7308 1.6771 -2.2641 -1.002 -0.722 -0.604
H -1.7225 2.0798 -0.8412 -0.321 -0.987 -0.752
H -1.3486 -0.5241 -2.4605 0.562 1.007 0.082
H 1.8885 -0.5562 -0.9524 1.763 -0.699 1.251
H 1.5082 0.3268 -2.3440 -0.600 -0.429 1.000
H -1.3572 0.2259 0.7906 0.091 0.090 0.024
H 1.7564 0.5180 1.3539 -0.206 -0.286 -0.707
H 0.4621 0.7984 2.3910 -0.015 -1.114 -0.076
H -0.2240 -1.5620 1.8689 -1.127 -1.576 -0.242
H 1.3821 -1.8891 1.1880 0.816 -1.345 -0.730
H 1.0407 -1.5691 2.9965 0.777 -0.429 -0.381
```
Forces are in eV/Å.



This record from the OMol25 dataset describes a cluster of 12 separate species, H24O12 in total. The level of theory is the ωB97M-V functional and the def2-TZVPD basis.

The spin multiplicity is 1. The total charge is 0. The SMILES is O.O.O.O.O.O.O.O.O.O.O.O. The value obtained for the calculated total energy is -917.2634 Eh. The value obtained for the HOMO-LUMO gap is 10.25 eV. The value obtained for the energy above the lowest of the compared OMol25 structures with the same formula, charge and spin is 38.9 kcal per mole. The value obtained for the molecular weight is 216.2 g mol⁻¹. For the LUMO energy, the calculation gives -0.00895 Ha.

```
36
Properties=species:S:1:pos:R:3:forces:R:3
O 1.4671 1.7790 1.2707 -1.251 0.231 0.277
H 1.9981 2.5320 1.0377 0.625 0.575 -0.387
H 0.8031 2.1380 1.8857 0.232 -0.367 -0.091
O 3.1111 0.0390 2.3717 -0.301 -0.489 -0.826
H 2.4881 0.6080 1.8777 0.149 -0.464 0.311
H 3.4851 0.6410 2.9927 0.559 0.475 0.897
O -3.0259 1.3720 0.3277 0.499 -0.377 -1.912
H -3.5069 1.0150 -0.4583 0.832 0.051 0.161
H -3.7199 1.4260 0.9447 -1.319 0.302 1.495
O 4.1311 1.0690 -0.3743 0.498 1.132 -1.020
H 4.5491 1.4100 0.4117 0.063 -0.243 0.411
H 3.5371 0.3700 -0.1393 -0.495 -0.752 0.552
O -3.4929 -0.3350 -1.9503 -2.126 2.897 0.427
H -2.9509 -0.9970 -1.6243 1.794 -2.521 1.723
H -3.4329 -0.3860 -2.8713 -0.035 0.102 -2.115
O 2.4011 -1.1840 -0.3453 1.305 -1.024 -0.636
H 2.4211 -1.3710 -1.3063 -0.352 0.230 0.532
H 3.1181 -1.7890 -0.0283 -0.844 0.750 0.064
O -2.4279 -2.2120 -0.4693 -1.096 -0.723 -0.681
H -1.9859 -2.7060 -1.1663 0.118 -0.163 -0.165
H -1.7099 -1.9380 0.0687 1.266 0.448 1.070
O -0.7429 -1.8590 -2.8373 0.625 -2.632 0.835
H -0.5369 -1.0940 -2.3463 0.344 1.716 1.213
H -1.1279 -1.6190 -3.6363 -0.920 0.751 -2.148
O -0.0449 2.6830 -1.0683 -0.694 0.920 -3.873
H 0.1971 2.4290 -0.2323 1.163 -1.036 3.049
H 0.6111 2.3070 -1.6883 -0.458 0.299 0.642
O -0.3139 -0.1890 -0.6993 0.539 -0.077 0.087
H -0.8019 0.6370 -0.6703 -0.244 0.370 -0.088
H 0.5661 0.0110 -0.3373 -0.377 -0.114 -0.115
O 0.3641 -2.0750 1.5067 -0.716 -0.466 0.540
H 1.0621 -1.7190 0.9837 0.965 0.111 -0.768
H -0.0979 -1.2830 1.7837 -0.563 0.142 0.458
O -1.9769 -0.2530 2.3127 0.428 0.219 3.893
H -2.2379 0.4440 2.9927 0.531 -1.470 -1.545
H -2.1749 0.0980 1.4807 -0.745 1.197 -2.267
```
Forces are in eV/Å.



This record from the OMol25 dataset describes the molecule C18H20O2. The level of theory is the ωB97M-V functional and the def2-TZVPD basis.

The spin multiplicity is 1. The total charge is 0. The SMILES is CC[C@@H]1c2ccc(O)cc2[C@@H](C)[C@H]1c1ccc(O)cc1. The value obtained for the calculated total energy is -848.3024 Eh. The value obtained for the HOMO-LUMO gap is 9.00 eV. The value obtained for the molecular weight is 268.4 g mol⁻¹. For the LUMO energy, the calculation gives 0.02497 Ha.

```
40
Properties=species:S:1:pos:R:3:forces:R:3
C -1.7478 2.7808 1.5680 0.186 -0.893 0.024
C -0.3910 2.0545 1.9987 -2.583 1.748 1.180
C 0.2676 1.0906 1.1133 1.538 0.789 0.180
C 0.3680 1.6365 -0.2766 -2.383 -1.851 -1.030
C 0.9525 2.7259 -0.8524 0.854 0.341 3.297
C 0.8504 3.0516 -2.1378 -0.042 -0.200 -2.519
C 0.1555 2.2582 -3.0291 -0.897 -1.380 3.824
O 0.2585 2.4557 -4.3236 1.256 -0.038 -2.999
C -0.6695 1.2627 -2.4140 -1.485 -1.223 -2.159
C -0.5890 0.9381 -1.0515 1.306 1.293 -1.122
C -1.3672 -0.0362 -0.2307 -2.636 0.096 1.026
C -1.7830 -1.3266 -0.9630 -0.775 -0.359 1.457
C -0.4897 -0.2005 1.0641 0.637 -2.269 -1.378
C 0.4637 -1.4354 0.9191 -1.097 -0.456 1.810
C 1.3922 -1.7015 -0.0830 0.178 0.421 -0.349
C 1.9154 -3.0029 -0.1618 -0.368 0.009 2.161
C 1.7720 -4.0655 0.8072 -1.891 1.451 -0.260
O 2.2033 -5.3630 0.5768 -2.137 1.690 -2.850
C 0.8385 -3.8020 1.8300 0.854 3.324 -1.660
C 0.2582 -2.4523 1.8860 1.587 -2.587 -1.542
H -1.7331 3.2412 0.5581 0.297 -0.114 0.671
H -2.6399 2.1222 1.5763 0.599 0.052 0.027
H -1.9527 3.5266 2.3443 0.084 0.103 -0.358
H -0.6158 1.5231 2.9306 0.129 0.357 0.169
H 0.2688 2.8722 2.2185 0.547 0.380 0.262
H 1.2724 0.9634 1.5199 0.101 -0.318 0.121
H 1.4673 3.4173 -0.2180 0.636 0.214 0.384
H 1.4011 3.8598 -2.5410 0.477 0.922 -0.237
H 1.2252 2.5134 -4.5803 -1.791 0.065 0.487
H -1.4208 0.6795 -3.0957 1.547 1.093 1.241
H -2.3659 0.5060 0.0983 1.851 -0.902 -0.545
H -2.1324 -2.1999 -0.2833 0.487 1.666 -1.044
H -2.5139 -1.1134 -1.7377 -0.385 -0.006 0.169
H -0.9251 -1.6306 -1.4847 1.226 -0.946 -0.706
H -1.0747 -0.4876 1.9677 0.166 0.904 -0.644
H 1.7045 -0.8624 -0.8259 -0.731 -1.888 1.127
H 2.4260 -3.1337 -1.0328 1.870 -0.984 -2.075
H 2.8104 -5.7333 1.1446 2.039 -0.649 2.305
H 0.5611 -4.5541 2.5181 -0.247 -0.556 0.743
H -0.4211 -2.3784 2.6833 -1.003 0.702 0.813
```
Forces are in eV/Å.